A molecular structure, C38H33AuBrCl2NO6. Source: OMol25; level of theory: ωB97M-V/def2-TZVPD.

Computed properties:
* energy above the lowest of the compared OMol25 structures with the same formula, charge and spin: 86.3 kcal/mol
* E_HOMO (spin up / spin down): -0.243 / -0.321 Eh
* multiplicity: 3
* LUMO (spin up / spin down): 0.36 / -2.05 eV
* <S²>: 2.02
* calculated total energy: -152489.70581 eV
* frontier orbital gap (spin up / spin down): 7.0 / 6.7 eV

CARTESIAN COORDINATES (ANGSTROEM)
Au: 1.71 0.91 1.57
C: -3.31 -1.67 -2.00
C: -1.81 -1.88 -1.80
C: -1.31 -2.96 -2.75
O: -1.56 -2.21 -0.44
C: -0.74 -1.24 0.19
C: -0.52 -0.15 -0.88
O: -1.09 -0.68 -2.06
C: -1.11 1.30 -0.73
O: -0.47 1.89 0.50
C: -0.53 2.18 -1.86
C: -0.88 3.53 -1.93
C: -0.28 4.37 -2.85
C: 0.65 3.88 -3.75
C: 0.94 2.53 -3.74
C: 0.36 1.68 -2.81
C: -2.62 1.29 -0.69
C: -3.33 1.54 -1.86
C: -4.72 1.50 -1.86
C: -5.41 1.22 -0.69
C: -4.70 0.98 0.48
C: -3.32 1.01 0.48
C: 0.64 -1.85 0.75
O: 1.68 -0.90 0.77
C: 1.12 -2.95 -0.21
C: 0.50 -4.20 -0.23
C: 0.97 -5.20 -1.07
C: 2.04 -4.95 -1.93
C: 2.63 -3.70 -1.93
C: 2.18 -2.71 -1.07
C: 0.47 -2.37 2.19
C: -0.29 -1.64 3.11
C: -0.39 -2.05 4.44
C: 0.27 -3.18 4.88
C: 1.07 -3.88 3.99
C: 1.17 -3.48 2.66
H: -3.81 -2.64 -1.95
H: -3.47 -1.23 -2.98
H: -3.72 -1.02 -1.24
H: -1.64 -3.93 -2.40
H: -0.22 -2.94 -2.80
H: -1.71 -2.78 -3.75
H: -1.30 -0.88 1.04
H: 0.56 -0.04 -1.02
H: -1.65 3.93 -1.28
H: -0.55 5.42 -2.86
H: 1.13 4.55 -4.45
H: 1.63 2.12 -4.47
H: 0.59 0.63 -2.86
H: -2.80 1.74 -2.78
H: -5.26 1.70 -2.77
H: -6.49 1.19 -0.69
H: -5.24 0.77 1.40
H: -2.79 0.83 1.40
H: -0.33 -4.40 0.42
H: 0.50 -6.17 -1.07
H: 2.40 -5.73 -2.58
H: 3.46 -3.49 -2.60
H: 2.66 -1.74 -1.05
H: -0.80 -0.74 2.81
H: -0.99 -1.47 5.13
H: 0.18 -3.51 5.90
H: 1.63 -4.75 4.32
H: 1.83 -4.02 2.00
Br: 4.29 2.59 2.55
C: 2.71 3.64 2.42
C: 2.74 4.93 2.84
C: 1.53 5.66 2.80
C: 0.43 5.07 2.27
C: 0.49 3.75 1.75
N: 1.65 3.00 1.90
C: -0.69 3.29 1.12
O: -1.79 3.78 1.05
O: -0.51 1.07 1.69
H: 3.65 5.37 3.22
H: 1.49 6.67 3.18
H: -0.53 5.58 2.20
Cl: 4.52 -0.82 1.17
C: 6.19 -0.20 1.10
Cl: 7.33 -1.45 0.59
H: 6.47 0.14 2.09
H: 6.22 0.60 0.37

***

5 unconnected molecules or ions with the total composition C10H29O5 in a non-equilibrium geometry. Source: OMol25; level of theory: ωB97M-V/def2-TZVPD.

Computed properties:
* charge: -1
* energy above the lowest of the compared OMol25 structures with the same formula, charge and spin: 0.0 kcal/mol
* E_HOMO: -0.115 Eh
* LUMO: 2.62 eV
* calculated total energy: -21076.25459 eV
* frontier orbital gap: 5.7 eV

CARTESIAN COORDINATES (ANGSTROEM)
C: 0.51 0.05 0.17
C: -0.40 0.96 -0.70
O: -0.51 0.49 -1.98
H: 1.52 0.01 -0.24
H: 0.04 -0.93 0.16
H: 0.69 0.41 1.20
H: 0.03 1.99 -0.65
H: -1.42 1.06 -0.27
C: -5.02 -1.76 0.91
C: -3.64 -1.13 1.05
O: -2.72 -2.05 0.47
H: -5.06 -2.69 1.50
H: -5.25 -2.08 -0.10
H: -5.80 -1.07 1.26
H: -3.34 -0.96 2.09
H: -3.66 -0.20 0.47
H: -2.57 -2.78 1.08
C: 2.94 3.12 -2.07
C: 2.68 2.28 -3.34
O: 1.33 1.95 -3.51
H: 2.32 2.76 -1.25
H: 2.77 4.17 -2.28
H: 3.97 2.93 -1.76
H: 3.30 1.36 -3.28
H: 3.05 2.82 -4.22
H: 1.03 1.46 -2.71
C: -0.05 1.59 3.97
C: -0.51 1.40 5.40
O: 0.20 2.10 6.43
H: 1.03 1.59 3.82
H: -0.40 2.52 3.51
H: -0.54 0.80 3.39
H: -0.44 0.34 5.69
H: -1.56 1.64 5.50
H: 1.10 1.77 6.48
C: 2.14 -3.14 -3.69
C: 1.45 -3.03 -2.33
O: 0.26 -2.24 -2.45
H: 3.11 -3.63 -3.54
H: 2.20 -2.20 -4.23
H: 1.54 -3.76 -4.36
H: 2.08 -2.51 -1.60
H: 1.16 -4.02 -1.99
H: 0.41 -1.39 -2.00

***

C4H8FN3 in the gas phase in a non-equilibrium geometry. Source: OMol25; level of theory: ωB97M-V/def2-TZVPD.

Computed properties:
* energy above the lowest of the compared OMol25 structures with the same formula, charge and spin: 66.7 kcal/mol
* E_HOMO: -0.343 Eh
* SMILES: [H]/N=C(\NN)[C@H]1C[C@@H]1F
* LUMO: 0.82 eV
* calculated total energy: -11461.90826 eV
* frontier orbital gap: 10.2 eV

CARTESIAN COORDINATES (ANGSTROEM)
C: 0.53 0.21 -0.11
C: -0.87 -0.54 0.15
C: -1.99 0.01 1.09
C: -1.96 0.24 -0.44
H: 3.01 -0.14 -1.32
H: 3.19 0.51 0.32
H: 1.47 -1.72 0.03
H: 1.44 2.00 -0.32
H: -0.77 -1.62 0.15
H: -1.94 0.86 1.80
H: -2.68 -0.95 1.25
H: -1.51 1.19 -0.74
N: 2.88 -0.41 -0.30
N: 1.53 -0.78 -0.15
N: 0.49 1.51 -0.28
F: -2.82 -0.37 -1.15

***

A molecular structure, C3H12B2ClO8P2Tl in a non-equilibrium geometry. Source: OMol25; level of theory: ωB97M-V/def2-TZVPD.

Computed properties:
* charge: +2
* E_HOMO: -0.570 Eh
* LUMO: -9.61 eV
* calculated total energy: -56815.70910 eV
* frontier orbital gap: 5.9 eV

CARTESIAN COORDINATES (ANGSTROEM)
C: 3.93 -0.03 1.03
C: 2.87 0.52 0.06
O: 1.60 0.16 0.60
B: 0.43 0.76 0.26
O: 0.26 2.12 0.40
B: -0.95 -0.14 -0.30
C: -2.24 0.78 -0.98
O: -3.15 0.25 -1.85
O: -4.16 -0.42 -1.08
P: -0.43 -1.12 -1.82
O: -1.61 -1.88 -2.51
Cl: 0.35 -0.01 -3.25
P: -1.35 -1.20 1.30
O: -0.21 -2.08 1.48
O: -2.74 -1.96 1.14
O: -1.54 -0.16 2.51
H: 4.77 0.67 1.21
H: 3.48 -0.25 2.00
H: 4.37 -0.94 0.64
H: 2.99 0.04 -0.91
H: 2.93 1.61 -0.04
H: 0.11 2.43 1.31
H: -1.74 1.59 -1.51
H: -2.73 1.15 -0.08
H: -3.94 -1.36 -1.20
H: -1.97 -1.51 -3.35
H: -3.50 -1.54 1.58
H: -2.23 0.50 2.39
Tl: 6.39 2.02 0.98

***

2 unconnected molecules or ions with the total composition C3H11N2OP in a non-equilibrium geometry. Source: OMol25; level of theory: ωB97M-V/def2-TZVPD.

Computed properties:
* energy above the lowest of the compared OMol25 structures with the same formula, charge and spin: 44.1 kcal/mol
* E_HOMO (spin up / spin down): -0.270 / -0.292 Eh
* LUMO (spin up / spin down): -0.90 / 0.58 eV
* calculated total energy: -17604.82077 eV
* frontier orbital gap (spin up / spin down): 6.4 / 8.5 eV

CARTESIAN COORDINATES (ANGSTROEM)
C: 0.27 1.81 -1.34
C: 1.91 -0.08 -0.89
C: 1.20 1.11 -0.43
N: -2.42 -1.01 0.37
N: -1.01 -1.34 2.54
O: -0.05 -2.06 0.23
P: -0.79 -0.95 0.88
H: -0.43 2.45 -0.80
H: 0.84 2.45 -2.03
H: -0.28 1.10 -1.95
H: 1.98 -0.13 -1.98
H: 1.34 -0.99 -0.59
H: 2.90 -0.18 -0.44
H: 1.50 1.59 0.48
H: -2.50 -1.38 -0.56
H: -2.94 -0.14 0.46
H: -1.38 -0.58 3.09
H: -0.15 -1.68 2.96

***

3 unconnected molecules or ions with the total composition C21H39NO2 in a non-equilibrium geometry. Source: OMol25; level of theory: ωB97M-V/def2-TZVPD.

Computed properties:
* E_HOMO: -0.335 Eh
* SMILES: CCCNC1=CC(=O)C=CC1=O.CCCCCC.CCCCCC
* LUMO: -0.79 eV
* calculated total energy: -27993.32098 eV
* frontier orbital gap: 8.3 eV

CARTESIAN COORDINATES (ANGSTROEM)
C: -0.37 -3.66 -1.06
C: -0.73 -2.17 -1.35
C: -0.17 -1.65 -2.72
N: 1.04 -0.82 -2.60
C: 0.78 0.48 -2.10
C: 1.53 0.96 -1.11
C: 1.20 2.36 -0.65
O: 2.06 3.11 -0.26
C: -0.24 2.84 -0.71
C: -0.96 2.34 -1.70
C: -0.34 1.35 -2.66
O: -0.72 1.25 -3.78
H: -1.29 -4.26 -0.94
H: 0.14 -3.73 -0.08
H: 0.31 -4.10 -1.80
H: -1.83 -2.12 -1.42
H: -0.36 -1.52 -0.55
H: 0.14 -2.55 -3.29
H: -0.96 -1.18 -3.32
H: 1.60 -1.27 -1.87
H: 2.33 0.39 -0.65
H: -0.62 3.55 0.02
H: -2.00 2.67 -1.83
C: -2.21 -8.45 4.00
C: -1.11 -7.44 3.74
C: -1.43 -6.49 2.59
C: -1.61 -7.16 1.23
C: -0.41 -7.98 0.75
C: 0.85 -7.13 0.55
H: -2.39 -9.10 3.14
H: -1.95 -9.09 4.85
H: -3.15 -7.96 4.25
H: -0.17 -7.96 3.55
H: -0.95 -6.85 4.65
H: -0.64 -5.73 2.52
H: -2.35 -5.94 2.83
H: -1.83 -6.39 0.48
H: -2.49 -7.81 1.25
H: -0.67 -8.45 -0.20
H: -0.20 -8.79 1.45
H: 0.67 -6.35 -0.19
H: 1.67 -7.76 0.19
H: 1.17 -6.67 1.48
C: -0.15 10.00 -0.77
C: 1.13 9.25 -1.10
C: 0.88 7.79 -1.51
C: 0.23 6.92 -0.43
C: 1.00 6.84 0.88
C: 2.39 6.22 0.73
H: -0.69 9.56 0.07
H: 0.07 11.04 -0.51
H: -0.82 10.02 -1.64
H: 1.81 9.29 -0.24
H: 1.64 9.76 -1.91
H: 1.84 7.35 -1.81
H: 0.25 7.78 -2.40
H: 0.11 5.91 -0.84
H: -0.78 7.29 -0.23
H: 0.42 6.24 1.59
H: 1.10 7.83 1.33
H: 2.31 5.20 0.33
H: 2.89 6.16 1.70
H: 3.02 6.80 0.06